This record from the OMol25 dataset describes a molecular structure, C32H55MnN4OP2. The level of theory is the ωB97M-V functional and the def2-TZVPD basis.

Positions of all 95 atoms, in Å:
C (-4.113, -1.884, 2.633)
H (3.526, -1.475, -0.289)
H (1.559, 0.987, -4.553)
H (-4.451, -4.355, 1.754)
N (-2.064, 2.523, -0.781)
H (-2.626, -4.924, -1.345)
P (-2.311, -2.411, 0.535)
H (3.813, -3.170, -0.760)
H (-1.949, -6.099, -0.233)
C (-0.182, -1.984, -0.869)
H (4.598, 0.939, 1.572)
H (3.566, 5.087, -1.105)
C (-1.673, -4.492, 2.024)
H (2.331, 3.743, 2.298)
H (-2.052, 1.941, -1.625)
H (4.765, 3.299, -0.543)
C (-3.924, -4.751, 0.883)
C (0.903, 0.496, -3.835)
H (-1.493, -5.569, 2.154)
C (-0.320, -0.923, -1.825)
C (-4.812, -1.602, 0.147)
H (1.184, -4.176, -1.247)
H (-3.654, 3.883, -1.196)
C (1.497, -4.236, -0.200)
C (-2.920, 3.526, -0.492)
C (2.739, 2.729, 2.218)
H (0.844, 3.599, -3.140)
H (5.211, 3.244, 1.166)
H (1.664, -3.619, 2.337)
H (2.386, -1.998, 2.263)
C (-0.109, -0.406, -4.165)
H (-5.216, -2.615, 0.048)
C (3.848, 1.014, 0.768)
C (-1.584, 3.139, 1.254)
C (-2.620, 3.952, 0.790)
H (-3.841, -5.839, 1.018)
H (2.624, -2.185, -1.626)
C (-3.717, -1.469, 1.212)
H (1.955, 2.019, 2.521)
H (-3.072, 4.747, 1.351)
H (1.862, 5.291, 0.729)
H (3.355, -3.424, 1.828)
C (1.083, 5.151, -0.033)
H (-2.923, 0.394, 0.386)
H (-2.241, -4.131, 2.895)
H (2.314, -4.969, -0.131)
H (-4.520, -4.567, -0.020)
H (-0.935, -4.772, -0.815)
H (-1.474, -1.886, -3.364)
H (-5.059, -1.372, 2.849)
C (0.050, 1.010, 2.200)
H (3.589, 2.672, 2.922)
H (0.868, 6.134, -0.475)
N (0.281, 0.292, -1.538)
H (-0.333, -0.576, -5.212)
H (3.096, 0.924, -1.714)
H (-4.253, -2.954, 2.790)
C (3.041, -2.398, -0.630)
C (-0.732, -1.123, -3.158)
O (-0.381, 0.652, 3.234)
H (-4.228, 0.586, 1.580)
H (-0.272, -2.987, -1.293)
H (-1.115, 3.167, 2.227)
H (-5.634, -0.927, 0.410)
C (1.913, -2.866, 0.306)
H (0.204, 5.140, -2.558)
H (2.522, 5.667, -2.390)
H (4.074, 4.475, 0.629)
H (-2.575, 0.170, 2.100)
H (-0.445, 3.618, -1.913)
H (3.263, 4.070, -2.532)
C (1.539, 4.212, -1.153)
P (1.799, 2.482, -0.413)
H (0.663, -4.604, 0.401)
C (-3.331, 0.009, 1.324)
H (0.174, 4.787, 0.464)
C (2.807, 4.771, -1.823)
C (4.377, 3.431, 0.473)
N (0.891, -0.734, 0.840)
C (2.354, -2.977, 1.770)
H (-4.434, -1.301, -0.840)
Mn (0.223, 0.899, 0.351)
H (-3.354, -1.550, 3.356)
C (1.085, 0.802, -2.495)
H (2.652, 2.264, -2.756)
N (-1.247, 2.222, 0.304)
C (0.773, -1.821, 0.160)
H (-0.697, -3.982, 2.041)
C (0.469, 4.120, -2.250)
H (3.079, 0.243, 0.943)
H (4.365, 0.818, -0.184)
C (-2.476, -4.243, 0.725)
C (3.264, 2.433, 0.800)
C (-1.945, -5.030, -0.490)
C (2.262, 1.604, -1.974)

Properties
multiplicity: 6
charge: +1
Kohn-Sham gap (alpha / beta): 0.260 / 0.220 Eh
total energy: -3379.93838 hartree
F_max: 5.314 eV/A

Löwdin atomic charge list, values in e, 2 entries: C -0.08; H 0.06

---

This record from the OMol25 dataset describes a molecular structure, C32H56Ca2Cl6F6KNO15S3. The level of theory is the ωB97M-V functional and the def2-TZVPD basis.

Positions of all 122 atoms, in Å:
O (-5.322, -3.332, -1.482)
H (-4.532, 4.309, -0.891)
O (3.770, -3.592, 1.813)
Cl (-0.160, -4.748, 6.233)
H (6.352, -2.267, 1.504)
H (-5.790, 2.770, -2.363)
Cl (-0.890, -3.036, 4.013)
H (-6.229, -2.864, -1.664)
H (-1.183, -2.084, -3.262)
C (-1.097, 5.167, 1.536)
H (-5.128, 0.494, 1.405)
Cl (8.285, 0.858, -1.734)
H (-2.904, -0.280, -3.202)
C (-4.923, -0.557, 1.577)
C (-0.585, 3.742, -0.282)
Cl (-2.781, -3.557, 6.126)
Ca (-0.530, 1.686, -1.864)
H (5.360, 4.510, -0.450)
H (-3.046, -1.600, 1.918)
O (-7.453, -5.324, -2.682)
H (1.489, 1.005, -1.106)
H (7.124, -0.391, -0.194)
O (-5.812, 1.259, -0.913)
O (2.311, -1.472, 2.852)
H (0.419, 0.791, 0.259)
H (3.612, 0.979, -1.331)
O (2.264, -2.525, 0.242)
O (-0.769, 5.042, 0.141)
H (-0.124, -0.213, -2.527)
H (7.164, -2.431, 3.565)
H (-7.981, 2.817, -1.147)
C (4.680, -1.238, 0.772)
C (-3.568, -0.563, -1.137)
C (-1.493, -4.259, 5.182)
C (-5.824, 2.553, -1.278)
H (-4.574, 3.164, 0.443)
C (4.067, 0.911, 1.990)
H (-0.261, 5.049, 3.469)
C (1.605, 2.512, 0.423)
C (2.226, -0.699, -3.024)
O (-9.672, -4.308, -2.726)
H (-1.074, -0.188, -0.954)
H (-5.061, -0.738, 2.642)
F (-8.990, -3.261, -5.439)
H (-7.137, 3.183, 0.365)
C (5.667, 0.867, -1.238)
F (2.456, 0.625, -3.159)
C (5.759, -1.410, 1.845)
H (1.001, 2.661, 1.315)
S (1.548, -0.552, 2.094)
C (-2.945, -1.068, -2.433)
H (3.885, -1.128, -1.760)
K (1.613, -4.100, 3.348)
C (3.849, 0.110, 0.648)
H (-3.745, 2.705, -1.063)
H (4.459, -1.517, 3.752)
C (-3.486, -0.909, 1.202)
H (4.015, 4.758, 0.210)
C (-1.586, -1.755, -2.303)
O (4.785, 4.180, 0.251)
F (-0.330, -3.340, -4.397)
H (5.562, 0.041, -1.952)
H (-3.129, 0.406, -0.859)
O (-3.371, -1.512, -0.102)
H (1.445, 4.424, -0.620)
O (-2.236, 5.169, 1.844)
O (1.535, -1.213, -3.844)
H (-4.816, -2.988, -0.721)
C (-0.494, -0.850, -1.670)
F (0.180, -1.341, 1.856)
S (-8.297, -4.205, -3.088)
H (-0.975, 3.021, 0.455)
H (-5.635, -1.162, 1.018)
C (-8.286, -4.265, -4.921)
H (5.246, -1.318, -0.157)
Cl (-2.085, -5.660, 4.286)
C (0.053, 5.332, 2.469)
C (5.338, 1.700, 2.137)
H (5.804, 1.738, -1.878)
C (1.984, -1.343, -0.546)
H (-3.633, -1.816, -2.843)
H (3.973, 0.309, 2.916)
C (6.148, 1.584, 3.231)
S (3.809, -2.831, 0.600)
H (-7.071, 4.322, -0.984)
H (-2.878, 0.004, 1.224)
H (0.909, 4.712, 2.205)
O (-7.641, -2.909, -2.754)
C (5.416, -1.752, 3.294)
F (-8.802, -5.405, -5.356)
C (-7.085, 3.262, -0.720)
H (6.273, 2.403, 3.935)
H (2.869, -2.472, -2.135)
C (1.461, 1.044, -0.009)
C (-4.589, 3.245, -0.644)
O (4.420, -3.556, -0.470)
H (-1.220, 3.650, -1.222)
N (6.277, -2.277, 4.050)
H (1.087, 3.040, -1.679)
H (0.710, -2.523, -1.722)
H (0.393, 6.367, 2.497)
O (1.160, 0.669, 2.685)
H (5.640, 2.429, 1.397)
H (-1.629, -2.659, -1.703)
H (3.314, 1.685, 2.129)
H (2.587, 2.909, 0.644)
Ca (-1.142, -1.796, -5.263)
C (2.843, -1.422, -1.849)
F (-7.025, -4.170, -5.397)
H (-5.499, -4.298, -1.416)
C (4.317, 1.060, -0.503)
H (6.480, -0.599, 1.840)
C (2.299, -0.154, 0.460)
C (0.957, 3.457, -0.649)
C (6.978, 0.635, -0.503)
Cl (3.196, 0.744, 4.889)
C (0.534, -1.739, -0.978)
H (4.253, 2.123, -0.263)
H (6.710, 0.682, 3.456)
H (-4.638, -0.377, -1.286)
H (0.007, -2.302, -0.214)
H (7.225, 1.348, 0.272)

Properties
charge: +2
Kohn-Sham gap: 0.073 Eh
total energy: -8945.35483 hartree
F_max: 2.965 eV/A

Löwdin atomic charge list, values in e, 2 entries: O 0.24; H 0.08

---

This record from the OMol25 dataset describes a molecular structure, C32H57Cl8N6O8Pd2. The level of theory is the ωB97M-V functional and the def2-TZVPD basis.

Positions of all 113 atoms, in Å:
H (-4.958, -0.835, 3.831)
Cl (-6.560, 0.553, 1.894)
H (-5.979, 0.488, -1.670)
C (-0.948, -1.425, 5.509)
H (3.661, -0.908, 5.830)
O (-2.311, 1.462, 0.732)
N (-0.515, -2.541, -3.745)
H (-6.991, 1.976, -3.491)
C (4.067, -2.983, 0.213)
C (0.923, 1.770, -4.500)
H (4.275, -3.319, 1.229)
H (-0.034, 5.738, 1.528)
H (4.692, -2.279, 5.471)
H (1.050, 2.242, 1.836)
H (1.230, -2.646, -4.849)
H (-3.774, 3.032, -3.767)
H (2.024, 3.744, -1.607)
H (0.246, 1.148, -3.894)
C (3.018, 3.524, -1.997)
H (3.834, 2.844, -0.096)
C (-6.126, 2.630, -3.601)
Pd (-1.545, 3.304, -0.852)
H (3.047, 5.129, 2.546)
H (-6.454, 3.658, -3.451)
H (2.121, 4.957, 3.892)
H (1.066, 2.718, 3.582)
C (0.338, -1.772, 0.745)
H (-2.997, -2.224, 5.962)
C (4.233, -1.390, 5.037)
O (0.795, 2.858, -4.976)
C (4.124, -1.466, 0.152)
C (2.373, -0.122, -3.781)
H (-5.708, 2.583, -4.606)
H (4.255, 1.782, -4.817)
C (1.476, -3.654, -2.861)
O (0.059, 1.426, -0.930)
N (-2.311, -1.687, -2.605)
O (1.897, -3.385, 3.090)
Pd (0.204, -4.373, 2.001)
H (-2.000, -3.327, 5.145)
N (-5.174, 2.229, -2.626)
C (-0.788, -1.632, 1.837)
H (1.453, -0.584, -3.421)
H (-2.452, -0.312, 2.545)
H (-4.416, -0.074, 1.645)
N (2.145, 1.145, -4.506)
C (-3.260, -1.418, -1.494)
C (-3.858, 2.454, -2.834)
H (-2.691, -1.365, -0.565)
H (-3.720, -0.439, -1.624)
H (2.496, -3.905, -3.150)
O (0.924, -2.839, 0.665)
H (-0.883, -2.923, -1.577)
Cl (3.877, 5.038, -2.078)
H (1.939, -0.784, 2.618)
O (-0.971, -2.601, 2.563)
N (3.287, -1.732, 3.981)
H (2.520, 2.755, 2.463)
H (1.673, 6.229, 2.693)
C (-5.696, 1.526, -1.498)
H (3.033, 0.120, -2.949)
C (-1.958, -2.552, 5.910)
H (1.586, -2.791, -2.205)
H (4.329, -0.996, -0.810)
C (-1.625, -0.393, 1.856)
C (3.542, 2.451, -1.070)
O (-2.910, 2.181, -2.002)
H (1.339, -0.733, -0.900)
H (2.409, 0.301, 3.980)
N (1.159, 4.299, 2.239)
Cl (-0.694, -0.056, 6.655)
H (5.020, -0.698, 4.737)
H (-5.600, -1.240, 0.854)
H (-4.483, -2.263, 2.989)
Cl (5.438, -0.793, 1.201)
C (0.037, 4.641, 1.591)
H (0.057, -1.806, 5.326)
C (2.711, -0.531, 3.344)
C (2.860, -2.979, 3.768)
H (3.125, -3.437, -0.094)
Cl (-1.406, -3.239, 7.485)
C (-5.247, -1.485, 3.006)
H (3.543, -0.030, 2.848)
C (-1.163, -2.445, -2.504)
C (0.604, -0.625, -0.115)
C (-1.346, -1.772, -4.531)
H (3.610, 0.803, -5.949)
O (-0.623, 3.828, 0.956)
Cl (-6.854, -2.289, 3.288)
H (1.105, -4.477, -2.251)
C (0.669, -3.268, -4.152)
C (1.450, 2.927, 2.583)
H (2.898, 1.592, -0.882)
H (-6.425, 2.090, -0.915)
H (-4.915, 1.460, -0.740)
H (3.060, -0.797, -4.292)
C (-1.355, 0.555, 0.859)
Cl (5.011, 1.866, -1.942)
C (-0.176, 0.440, -0.125)
H (-3.385, -0.738, -4.189)
H (-1.291, -1.015, 4.560)
C (-5.317, -0.680, 1.745)
H (3.042, 2.394, -5.927)
H (0.393, -4.151, -4.727)
H (3.196, -1.062, 0.557)
H (-1.056, -1.569, -5.551)
H (3.449, -3.709, 4.345)
Cl (5.318, -3.791, -0.764)
C (-2.500, -1.289, -3.907)
H (-4.044, -2.174, -1.528)
H (2.906, 3.157, -3.017)
C (3.278, 1.571, -5.252)
C (1.999, 5.199, 2.837)

Properties
multiplicity: 5
charge: +3
Kohn-Sham gap (alpha / beta): 0.205 / 0.139 Eh
total energy: -6120.10716 hartree
F_max: 6.011 eV/A

Löwdin atomic charge list, values in e, 2 entries: H 0.08; Cl 0.62

---

This record from the OMol25 dataset describes a molecular structure, C32H57N14O4Ti. The level of theory is the ωB97M-V functional and the def2-TZVPD basis.

Positions of all 108 atoms, in Å:
H (-3.823, 2.437, -3.644)
H (0.563, -3.964, 1.529)
H (-1.689, 0.015, -4.289)
H (-1.387, 3.629, -3.165)
C (0.800, -4.852, 0.950)
C (5.275, 0.480, 0.450)
O (1.257, -0.723, 0.669)
C (-1.276, -3.527, -0.777)
H (-1.245, -4.194, -1.641)
C (3.137, 0.086, -0.578)
H (-1.975, 2.752, -4.592)
H (-3.330, -2.012, 2.140)
N (0.224, 2.090, -0.137)
N (-2.525, -1.697, 0.210)
H (-0.042, -5.548, 0.957)
H (-1.282, -4.163, 0.110)
N (-2.117, 0.763, -0.752)
H (-2.979, 0.867, 1.192)
H (-1.187, -0.506, -2.669)
H (3.585, -0.332, 1.485)
C (1.762, -2.388, -3.100)
C (-3.205, -0.302, 4.088)
N (0.631, 4.837, -0.358)
H (1.443, -3.246, -3.698)
C (1.311, 1.263, 3.121)
N (1.210, -4.490, -0.398)
C (1.914, -5.561, -1.103)
C (-0.961, 0.335, 3.237)
H (-1.837, 0.912, 6.193)
H (-0.060, 0.376, -3.709)
H (1.639, -5.351, 1.438)
H (2.994, 0.526, -2.678)
H (1.202, 1.933, -1.945)
H (-2.885, 3.077, 0.391)
H (-0.349, 5.000, 1.433)
H (-0.173, 3.401, 3.819)
C (-3.708, -0.818, 0.060)
H (0.093, 2.435, 5.269)
C (-1.362, 0.094, 5.648)
H (1.687, 2.238, 2.814)
N (7.131, 1.437, -0.867)
C (-2.549, -2.736, -0.835)
C (5.741, 0.933, -0.772)
C (-1.191, -1.820, 2.264)
H (-2.635, -2.246, -1.806)
H (2.878, -5.784, -0.643)
H (5.375, 1.266, -2.849)
O (7.599, 1.523, -1.981)
H (2.151, 3.987, -3.063)
N (-0.109, 1.356, 3.450)
H (-4.478, -1.046, 0.797)
H (-4.150, -0.972, -0.924)
C (0.858, 2.612, -1.178)
H (1.301, -6.462, -1.053)
H (-4.092, 1.262, -0.119)
H (-1.518, 2.493, 4.526)
H (1.905, 5.534, -2.334)
C (-0.451, 2.474, 4.324)
C (-3.262, 0.621, 0.169)
H (-1.230, -2.082, 3.320)
H (-4.997, 3.097, -2.510)
C (-2.267, 1.681, -1.734)
C (1.077, 4.004, -1.302)
H (-2.461, -3.384, 1.517)
C (4.949, 0.943, -1.910)
H (-4.495, 3.473, -0.240)
H (-3.405, -1.350, 4.324)
H (-3.535, -0.065, 3.080)
H (-3.717, 4.140, -3.126)
N (-1.569, 1.558, -2.874)
H (-0.284, 2.626, -4.116)
O (7.678, 1.704, 0.179)
N (-3.138, 2.710, -1.662)
H (-3.117, 4.512, -0.610)
H (-3.406, -3.403, -0.702)
N (2.044, -2.794, -1.719)
H (1.869, 0.947, 4.007)
N (-0.132, -2.605, -0.827)
C (-3.425, 3.475, -0.457)
H (-0.734, 2.522, 1.639)
H (0.984, -1.633, -3.129)
C (0.007, 4.308, 0.678)
N (-1.798, 0.037, 4.253)
H (4.083, -2.373, -1.682)
O (0.864, -0.135, -1.356)
N (-0.962, -0.373, 2.084)
C (3.423, -3.211, -1.465)
H (3.738, -4.047, -2.091)
H (5.941, 0.477, 1.302)
H (-0.282, 0.192, 5.713)
C (3.636, 0.528, -1.805)
C (-1.103, 0.284, -3.407)
C (-2.455, -2.297, 1.567)
C (-3.948, 3.122, -2.809)
C (-0.206, 2.943, 0.801)
C (-1.302, 2.707, -3.734)
C (1.736, -0.306, -0.440)
H (2.058, -5.315, -2.152)
H (-0.324, -2.330, 1.832)
H (1.464, 0.551, 2.321)
H (-1.650, -0.840, 6.132)
H (-3.788, 0.305, 4.783)
H (3.545, -3.477, -0.417)
N (1.705, 4.547, -2.360)
C (3.966, 0.043, 0.544)
H (2.673, -1.994, -3.542)
C (1.030, -3.273, -0.949)
Ti (-0.579, -0.457, -0.026)

Properties
charge: +3
ΔE to the lowest compared entry with this formula, charge and spin: 32.2 kcal per mole
Kohn-Sham gap: 0.245 Eh
total energy: -3169.70961 hartree
F_max: 1.043 eV/A

Löwdin atomic charge list, values in e, 2 entries: H 0.10; H 0.08